[1]
{
  "formula": "C3F3O2",
  "method": "the ωB97M-V functional and the def2-TZVPD basis",
  "elements": ["C", "C", "C", "O", "O", "F", "F", "F"],
  "positions_angstrom": [[-0.87, -0.27, 0.54], [2.31, 0.01, 0.51], [-1.94, 0.50, 0.05], [-0.81, 0.48, -0.79], [-2.99, 1.03, 0.01], [-0.87, -1.60, 0.30], [2.33, -1.12, -0.23], [2.84, 0.97, -0.39]],
  "total_charge": -1,
  "gap_ha": [0.229, 0.229],
  "relative_energy_kj_mol": 442.9
}

[2]
{
  "formula": "C3F3O2",
  "method": "the ωB97M-V functional and the def2-TZVPD basis",
  "elements": ["C", "C", "C", "O", "O", "F", "F", "F"],
  "positions_angstrom": [[0.78, 0.29, 0.21], [-2.59, -0.11, 0.66], [2.08, -0.27, 0.01], [1.34, -0.32, -1.08], [3.17, -0.64, 0.35], [0.76, 1.69, 0.06], [-3.10, 0.66, -0.30], [-2.43, -1.30, 0.08]],
  "total_charge": -1,
  "gap_ha": [0.245, 0.245],
  "relative_energy_kj_mol": 398.9
}

[3]
{
  "formula": "C3F4NO4",
  "method": "the ωB97M-V functional and the def2-TZVPD basis",
  "elements": ["C", "C", "C", "N", "O", "O", "O", "O", "F", "F", "F", "F"],
  "positions_angstrom": [[2.47, 1.34, -0.81], [-0.86, -1.40, -0.04], [-1.87, 0.48, -0.03], [0.30, -1.18, 0.74], [2.16, 0.83, -1.77], [0.96, -0.14, 0.48], [2.77, 1.99, 0.09], [0.79, -2.16, 1.35], [-1.77, -2.33, 0.43], [-1.36, 1.66, 0.35], [-2.21, 0.59, -1.29], [-3.05, 0.42, 0.68]],
  "total_charge": -1,
  "gap_ha": 0.287,
  "relative_energy_kj_mol": 92.3
}

[4]
{
  "formula": "C3H10BN",
  "method": "the ωB97M-V functional and the def2-TZVPD basis",
  "elements": ["B", "C", "C", "C", "N", "H", "H", "H", "H", "H", "H", "H", "H", "H", "H"],
  "positions_angstrom": [[0.58, 0.01, 0.41], [1.56, 0.70, 1.52], [-0.20, 1.39, -2.26], [-1.24, -1.61, 0.06], [-0.43, -0.77, 0.84], [2.16, 1.47, 1.09], [2.24, -0.08, 1.89], [1.00, 1.16, 2.41], [-1.21, 1.47, -1.98], [0.26, 0.66, -2.89], [0.53, 2.23, -2.38], [-2.30, -1.73, 0.53], [-1.48, -1.30, -0.98], [-0.98, -2.64, -0.05], [-0.49, -0.95, 1.79]],
  "gap_ha": [0.315, 0.282],
  "relative_energy_kj_mol": 439.9
}

[5]
{
  "formula": "C3H10BN",
  "method": "the ωB97M-V functional and the def2-TZVPD basis",
  "elements": ["B", "C", "C", "C", "N", "H", "H", "H", "H", "H", "H", "H", "H", "H", "H"],
  "positions_angstrom": [[0.10, -0.28, 0.36], [-3.30, -0.06, -0.51], [2.15, 1.24, 0.15], [1.33, 0.11, -0.54], [-0.17, -1.48, 0.92], [-3.16, -1.05, -0.81], [-3.47, 0.85, -1.17], [-2.99, 0.03, 0.54], [1.51, 1.59, 0.89], [3.04, 0.94, 0.69], [2.46, 1.94, -0.62], [1.02, 0.60, -1.44], [1.91, -0.64, -0.84], [-0.98, -1.59, 1.51], [0.55, -2.19, 0.86]],
  "gap_ha": [0.326, 0.264],
  "relative_energy_kj_mol": 452.3
}

[6]
{
  "formula": "C3H10BrNSi",
  "method": "the ωB97M-V functional and the def2-TZVPD basis",
  "elements": ["C", "C", "C", "N", "Si", "Br", "H", "H", "H", "H", "H", "H", "H", "H", "H", "H"],
  "positions_angstrom": [[-0.25, -0.28, 1.85], [-1.19, 1.46, -0.79], [-0.21, -1.64, -0.89], [2.08, 1.08, -0.19], [-0.21, 0.03, 0.00], [3.46, -0.08, 0.42], [0.68, -0.35, 2.19], [-0.87, 0.35, 2.31], [-0.73, -1.20, 1.86], [-0.79, 2.36, -0.41], [-1.46, 1.42, -1.75], [-2.24, 1.56, -0.30], [0.65, -1.72, -1.48], [-0.12, -2.43, -0.14], [-1.04, -1.76, -1.55], [2.22, 1.21, -1.14]],
  "gap_ha": 0.311,
  "relative_energy_kj_mol": 229.3
}